Here is CH4INO as an isolated structure from OMol25. Energies are from the ωB97M-V functional and the def2-TZVPD basis.

Results
Multiplicity: 1
Energy relative to the best compared isomer or geometry (same formula, charge and spin): 49.3 kcal/mol
LUMO level: -0.3823 eV

Each line ends with the Mulliken charge.
Geometry (Å):
C: 0.64697 -0.88121 -0.15460  -0.7910
N: -0.33489 1.29888 -0.11060  -0.4491
O: 0.53222 0.41976 0.53649  -0.1813
I: -2.36982 0.66837 -0.31666  0.0712
H: -0.00737 -1.52889 0.35575  0.3634
H: 1.51179 -1.35651 0.11251  0.3285
H: 0.31908 -0.87973 -1.19086  0.3453
H: -0.29799 2.25933 0.76797  0.3130


Here is CH4IOP as an isolated structure from OMol25. Energies are from the ωB97M-V functional and the def2-TZVPD basis.

Results
Multiplicity: 1
Energy relative to the best compared isomer or geometry (same formula, charge and spin): 62.0 kcal/mol
LUMO level: 0.0757 eV

Each line ends with the Mulliken charge.
Geometry (Å):
C: -0.80347 1.17841 0.14241  -0.4215
O: 0.81006 0.31317 0.12616  -0.3951
P: 0.74894 -1.23287 0.16290  0.0271
I: -2.30779 -0.22321 -0.30856  0.1620
H: -0.60942 1.74138 -0.66733  0.2951
H: -0.81404 1.50700 1.13500  0.2919
H: 1.04312 -1.74310 -1.26366  0.0278
H: 1.93258 -1.54077 0.67307  0.0127


Here is one molecule with the formula CH4IP3 from OMol25. Energies are from the ωB97M-V functional and the def2-TZVPD basis.

Results
Multiplicity: 1
LUMO level: -0.1430 eV
Structure (SMILES): C[P@@H]1=P#P1I

Each line ends with the Mulliken charge.
Geometry (Å):
C: 0.81407 -0.65974 -0.58150  -1.0037
P: 0.38870 0.76695 0.57378  0.2195
P: -0.41660 0.61061 2.45396  -0.0787
P: -1.66620 1.17249 0.68564  -0.0591
I: -2.74503 -0.78318 -0.32926  -0.1203
H: 1.81920 -0.89163 -0.77305  0.4011
H: 0.56357 -0.43000 -1.64381  0.3450
H: 0.09162 -1.36634 -0.25203  0.2165
H: 1.15067 1.58083 -0.13371  0.0797


Here is one molecule with the formula CH4N2O from OMol25. Energies are from the ωB97M-V functional and the def2-TZVPD basis.

Results
Multiplicity: 1
Energy relative to the best compared isomer or geometry (same formula, charge and spin): 102.8 kcal/mol
LUMO level: 0.6715 eV
Structure (SMILES): [H]/N=C\NO

Each line ends with the Mulliken charge.
Geometry (Å):
H: 1.98724 0.85691 -0.14591  0.2237
N: 1.20731 1.33445 0.19613  -0.5756
C: 0.10141 0.75381 -0.01600  0.1022
N: -0.15616 -0.59333 -0.51785  -0.1948
O: -1.36738 -0.85232 0.06029  -0.4458
H: -1.00796 1.13617 0.22610  0.3061
H: 0.49594 -1.33508 -0.87538  0.2539
H: -1.26039 -1.30061 1.07261  0.3302


Here is one molecule with the formula CH4N2O from OMol25. Energies are from the ωB97M-V functional and the def2-TZVPD basis.

Results
Multiplicity: 1
Energy relative to the best compared isomer or geometry (same formula, charge and spin): 33.0 kcal/mol
LUMO level: 0.7883 eV
Structure (SMILES): [H]/N=C(\N)O

Each line ends with the Mulliken charge.
Geometry (Å):
H: -1.54971 -1.15533 -0.35447  0.1726
N: -1.28335 -0.19606 -0.43293  -0.6813
C: -0.06911 0.22040 -0.29813  0.5124
N: 1.11460 -0.43867 -0.16177  -0.4219
O: -0.10398 1.55059 -0.27017  -0.5824
H: 1.13846 -1.39380 -0.48272  0.2293
H: 1.97511 0.07883 -0.25983  0.2440
H: -1.14737 1.39296 -0.35069  0.5275


Here is CH4N2O as an isolated structure from OMol25. Energies are from the ωB97M-V functional and the def2-TZVPD basis.

Results
Multiplicity: 1
Energy relative to the best compared isomer or geometry (same formula, charge and spin): 161.9 kcal/mol
LUMO level (spin up / spin down): -0.6091 / 0.4870 eV

Each line ends with the Mulliken charge.
Geometry (Å):
C: 0.95558 -0.07188 -0.00474  -0.7259
N: -1.29830 1.15225 0.00412  -0.3653
N: -0.41678 -0.39711 -0.05446  0.3943
O: -1.09777 -1.40631 -0.02862  -0.4853
H: 1.18520 0.80934 0.45623  0.2765
H: 1.44553 0.00072 -0.93821  0.3212
H: 1.47459 -0.96358 0.33252  0.3555
H: -2.24805 0.87658 0.23316  0.2289


Here is one molecule with the formula CH4N2O from OMol25. Energies are from the ωB97M-V functional and the def2-TZVPD basis.

Results
Multiplicity: 1
Energy relative to the best compared isomer or geometry (same formula, charge and spin): 159.7 kcal/mol
LUMO level (spin up / spin down): 1.1382 / 1.0875 eV

Each line ends with the Mulliken charge.
Geometry (Å):
C: -1.67902 -0.26131 -0.02487  -0.4323
N: 0.78140 -0.77010 0.39829  -0.2859
N: 1.86439 -0.07201 0.10271  -0.2427
O: -0.34917 -0.08389 -0.00747  -0.1466
H: -2.35074 -1.02712 0.21777  0.3669
H: -2.11670 0.68634 -0.29599  0.2332
H: 2.76447 -0.09488 0.58360  0.2504
H: 1.68813 0.91294 -0.23490  0.2571


Here is a 2-piece molecular cluster, CH4N2O overall from OMol25. Energies are from the ωB97M-V functional and the def2-TZVPD basis.

Results
Multiplicity: 1
Energy relative to the best compared isomer or geometry (same formula, charge and spin): 96.9 kcal/mol
LUMO level: 0.2407 eV
Structure (SMILES): [H]/N=N\[H].C=O

Each line ends with the Mulliken charge.
Geometry (Å):
H: -2.36083 -0.40629 0.82070  0.2204
N: -1.63861 -0.14837 0.14328  -0.2400
N: -0.91338 0.72748 0.73525  -0.1765
H: -1.24757 0.87791 1.75715  0.2113
C: 1.48971 -0.28196 -0.84793  -0.0805
O: 1.59299 0.92963 -1.11218  -0.4143
H: 0.60318 -0.89818 -0.88569  0.2611
H: 2.47451 -0.80022 -0.61057  0.2186


Here is one molecule with the formula CH4N2O from OMol25. Energies are from the ωB97M-V functional and the def2-TZVPD basis.

Results
Multiplicity: 1
Energy relative to the best compared isomer or geometry (same formula, charge and spin): 118.9 kcal/mol
LUMO level: 1.2635 eV
Structure (SMILES): C=NON

Each line ends with the Mulliken charge.
Geometry (Å):
C: 1.41041 -0.60427 0.29511  -0.2475
N: 0.21723 -0.41081 0.14424  -0.3648
O: -0.28457 0.52054 -0.76204  -0.0861
N: -1.64909 0.59157 -0.51303  -0.3927
H: 1.65109 -1.22725 1.10530  0.2487
H: 2.31006 -0.20772 -0.21062  0.2522
H: -1.86312 -0.23842 0.04294  0.3359
H: -1.79201 1.57636 -0.10191  0.2544


Here is one molecule with the formula CH4N2O2 from OMol25. Energies are from the ωB97M-V functional and the def2-TZVPD basis.

Results
Multiplicity: 1
Energy relative to the best compared isomer or geometry (same formula, charge and spin): 102.8 kcal/mol
LUMO level (spin up / spin down): 0.1683 / 0.2109 eV
Structure (SMILES): C/[N+]([O-])=N/O

Each line ends with the Mulliken charge.
Geometry (Å):
C: -0.58634 0.11245 -1.08652  -0.6668
N: 0.29568 -0.06451 0.01563  0.7377
O: 1.17327 -0.86690 0.10220  -0.7060
N: -0.24644 0.56382 1.19577  -0.2363
O: 0.69406 0.36679 2.16335  -0.3722
H: -1.40482 0.87319 -0.84932  0.2927
H: -0.03412 0.29405 -2.06412  0.2442
H: -1.12238 -0.78090 -1.21943  0.3209
H: 1.23110 -0.49800 1.74245  0.3858


Here is one molecule with the formula CH4N2O2 from OMol25. Energies are from the ωB97M-V functional and the def2-TZVPD basis.

Results
Multiplicity: 1
Energy relative to the best compared isomer or geometry (same formula, charge and spin): 85.8 kcal/mol
LUMO level: 0.8402 eV
Structure (SMILES): O/N=C/NO

Each line ends with the Mulliken charge.
Geometry (Å):
O: 1.69912 0.81954 -1.42329  -0.3201
N: 1.04549 0.51064 -0.26976  -0.2284
C: 0.01950 -0.20626 -0.39754  0.0402
N: -0.83461 -0.53725 0.70544  -0.2370
O: -0.77126 0.32951 1.87272  -0.4082
H: 1.19522 0.54488 -2.20896  0.3084
H: -0.31622 -0.73215 -1.33568  0.2288
H: -1.88936 -0.55783 0.56596  0.2688
H: -0.14789 -0.17109 2.49111  0.3475


Here is a 2-piece molecular cluster, CH4N2O2S overall from OMol25. Energies are from the ωB97M-V functional and the def2-TZVPD basis.

Results
Multiplicity: 1
Energy relative to the best compared isomer or geometry (same formula, charge and spin): 85.6 kcal/mol
LUMO level: -0.7653 eV
Structure (SMILES): [H]/N=C\ON=O.S

Each line ends with the Mulliken charge.
Geometry (Å):
H: 0.09387 0.80794 -1.16604  0.2116
N: -0.19320 -0.05489 -0.78137  -0.5868
C: 0.57199 -0.80013 -0.17292  0.3014
O: 1.82158 -0.53542 0.15811  -0.2329
N: 2.24420 0.84702 0.08958  0.1968
O: 3.40107 0.90353 0.19683  -0.2551
H: 0.46224 -1.74934 0.24666  0.3933
S: -2.54139 -0.30168 0.24752  -0.2614
H: -2.18003 1.02459 0.23449  0.1292
H: -3.68033 -0.14163 0.94714  0.1040


| no. | strongest force on any atom (Eh/bohr) |
| --- | --- |
| 1 | 0.100 |
| 2 | 0.109 |
| 3 | 0.061 |
| 4 | 0.106 |
| 5 | 0.043 |
| 6 | 0.157 |
| 7 | 0.090 |
| 8 | 0.084 |
| 9 | 0.078 |
| 10 | 0.160 |
| 11 | 0.045 |
| 12 | 0.068 |